Record 1
{"formula": "C2H5IN2OS", "method": "ωB97M-V/def2-TZVPD", "charge": 0, "gap_ev": 7.51, "homo_energy_ev": -8.7, "species": ["C", "C", "N", "N", "O", "S", "I", "H", "H", "H", "H", "H"], "positions_angstrom": [[1.651, 0.209, -0.341], [-1.345, -0.339, 0.765], [0.967, 0.940, 0.730], [-0.772, -1.179, -0.194], [-0.799, 1.669, -1.008], [-0.495, 1.488, 0.409], [3.510, -0.594, 0.047], [1.582, 0.650, -1.319], [-2.358, -0.117, 0.623], [-0.882, -0.589, 1.743], [-1.270, -1.260, -1.121], [0.210, -0.877, -0.335]], "atomic_forces_ev_per_a": [[-1.796, 4.452, 4.294], [3.353, -0.634, -0.038], [3.045, -4.099, -3.612], [-1.396, -0.287, -1.171], [0.030, -0.039, -0.862], [-0.942, 0.736, 0.600], [-0.156, -0.179, 0.115], [-0.494, -0.356, -0.586], [-1.400, 0.197, 0.251], [-1.138, 0.415, -0.329], [0.771, 0.603, 1.527], [0.122, -0.807, -0.188]]}

Record 2
{"formula": "C16H38FO13P2", "method": "ωB97M-V/def2-TZVPD", "charge": -1, "gap_ev": 5.86, "homo_energy_ev": -3.8, "species": ["O", "P", "P", "F", "H", "H", "H", "H", "H", "H", "C", "C", "O", "C", "O", "O", "C", "H", "H", "H", "H", "H", "H", "H", "H", "C", "C", "O", "C", "O", "O", "C", "H", "H", "H", "H", "H", "H", "H", "H", "C", "C", "O", "C", "O", "O", "C", "H", "H", "H", "H", "H", "H", "H", "H", "C", "C", "O", "C", "O", "O", "C", "H", "H", "H", "H", "H", "H", "H", "H"], "positions_angstrom": [[5.765, -0.289, 0.018], [4.500, 0.307, -0.766], [4.955, 0.390, -2.908], [3.300, -0.098, -3.213], [4.230, 1.618, -0.232], [3.414, -0.649, -0.522], [4.543, 1.780, -3.022], [6.312, 0.893, -2.686], [5.431, -0.969, -2.799], [5.258, 0.327, -4.345], [1.139, 6.982, -1.827], [1.251, 5.743, -0.954], [2.311, 4.885, -1.405], [3.565, 5.297, -1.105], [3.864, 6.313, -0.493], [4.443, 4.402, -1.628], [5.808, 4.780, -1.474], [1.031, 6.702, -2.880], [0.279, 7.588, -1.529], [2.036, 7.604, -1.756], [0.325, 5.166, -1.029], [1.387, 6.002, 0.103], [6.050, 4.985, -0.425], [6.027, 5.652, -2.099], [6.431, 3.947, -1.813], [-1.566, -3.000, 2.711], [-2.139, -1.765, 2.036], [-1.446, -0.578, 2.452], [-0.220, -0.394, 1.909], [0.332, -1.134, 1.107], [0.309, 0.744, 2.429], [1.650, 0.994, 2.016], [-1.563, -2.877, 3.799], [-2.151, -3.887, 2.453], [-0.529, -3.175, 2.410], [-3.183, -1.642, 2.337], [-2.125, -1.856, 0.943], [1.738, 0.996, 0.924], [2.322, 0.249, 2.457], [1.940, 1.982, 2.385], [1.046, -2.080, -1.693], [2.097, -2.937, -1.008], [1.696, -4.316, -0.969], [1.804, -4.991, -2.138], [2.210, -4.537, -3.198], [1.356, -6.258, -1.939], [1.317, -7.044, -3.127], [0.069, -2.218, -1.219], [1.320, -1.022, -1.645], [0.929, -2.355, -2.745], [2.206, -2.611, 0.030], [3.079, -2.835, -1.485], [2.289, -7.057, -3.631], [0.538, -6.667, -3.799], [1.062, -8.070, -2.846], [-9.349, -1.550, 1.931], [-8.514, -0.495, 1.225], [-7.798, 0.317, 2.169], [-6.715, -0.263, 2.738], [-6.302, -1.392, 2.517], [-6.178, 0.617, 3.622], [-5.089, 0.084, 4.371], [-10.011, -1.085, 2.669], [-9.954, -2.109, 1.212], [-8.720, -2.261, 2.474], [-9.175, 0.176, 0.670], [-7.823, -0.942, 0.500], [-4.311, -0.320, 3.714], [-5.451, -0.687, 5.061], [-4.653, 0.896, 4.960]], "atomic_forces_ev_per_a": [[-2.962, 1.468, -1.428], [3.798, -2.453, 2.945], [0.719, 0.772, -2.740], [0.304, -0.072, 0.178], [-0.653, -0.387, -0.109], [0.169, 1.227, -0.018], [-0.433, -0.111, 0.122], [-0.220, -0.284, 0.483], [-0.463, -0.183, 0.446], [-0.225, 0.130, 0.206], [0.287, 0.165, -0.148], [-0.233, 0.375, 0.065], [0.752, 0.154, 0.347], [0.457, 0.174, -0.105], [-0.491, -1.303, -0.696], [-1.095, 0.877, 0.577], [0.659, -0.030, 0.021], [-0.131, -0.048, 0.159], [0.031, -0.104, -0.020], [-0.141, -0.117, 0.133], [0.337, -0.192, -0.075], [0.178, -0.016, -0.231], [-0.148, 0.085, -0.232], [-0.065, -0.041, 0.236], [-0.434, -0.008, -0.003], [0.357, -0.024, 0.045], [-0.114, -0.592, -0.133], [0.601, 0.351, -0.355], [0.670, -0.388, -0.342], [-0.990, 1.205, 1.329], [-0.888, -0.968, -0.341], [0.746, 0.193, -0.237], [-0.170, -0.005, -0.104], [0.005, 0.126, 0.027], [-0.206, 0.040, -0.099], [0.202, 0.263, 0.005], [0.200, 0.080, 0.214], [-0.013, -0.169, 0.258], [-0.100, 0.068, -0.267], [-0.319, -0.190, 0.047], [-0.258, -0.173, -0.309], [0.146, 1.006, -0.176], [0.084, -1.232, -0.933], [0.205, 1.105, -0.355], [-0.607, -0.992, 1.581], [0.271, 0.556, -0.036], [-0.002, -0.265, -0.314], [0.190, 0.060, 0.149], [0.030, -0.201, -0.014], [0.249, 0.090, 0.113], [-0.113, -0.371, -0.087], [-0.266, -0.145, -0.074], [-0.241, 0.174, 0.043], [0.268, 0.006, 0.003], [0.016, 0.282, 0.229], [0.121, -0.153, 0.306], [-0.292, -0.465, -0.274], [0.870, -0.203, 0.339], [0.130, -0.552, 0.077], [-0.552, 1.679, 0.259], [-0.618, -0.609, -0.906], [0.552, -0.164, 0.373], [-0.010, 0.028, -0.207], [0.048, 0.111, 0.040], [-0.019, 0.099, -0.208], [0.261, 0.165, 0.252], [0.001, 0.056, 0.304], [-0.264, 0.021, 0.148], [0.115, 0.021, -0.230], [-0.294, -0.007, -0.256]]}

Record 3
{"formula": "C14H18N3OSi2W", "method": "ωB97M-V/def2-TZVPD", "charge": 1, "gap_ev": 7.80, "homo_energy_ev": -12.5, "species": ["W", "C", "Si", "C", "C", "C", "C", "C", "C", "C", "Si", "C", "C", "H", "H", "H", "H", "H", "H", "H", "H", "H", "H", "H", "H", "H", "H", "H", "H", "O", "N", "C", "C", "N", "C", "N", "C", "H", "H"], "positions_angstrom": [[0.010, -0.264, -2.212], [-2.485, 0.968, -0.135], [-0.670, 1.548, 0.111], [-0.827, 3.382, 0.358], [0.173, 0.699, 1.519], [-0.068, 1.207, 2.799], [0.483, 0.608, 3.921], [1.287, -0.510, 3.774], [1.533, -1.024, 2.509], [0.988, -0.434, 1.366], [1.448, -1.232, -0.267], [3.209, -0.837, -0.741], [1.166, -3.067, -0.189], [-2.932, 0.899, 0.859], [-3.685, -0.580, -0.998], [-2.996, 1.784, -0.659], [-1.499, 3.618, 1.186], [-1.223, 3.867, -0.536], [0.146, 3.822, 0.584], [-0.690, 2.086, 2.926], [0.287, 1.015, 4.904], [1.725, -0.984, 4.644], [2.166, -1.900, 2.416], [3.901, -1.352, -0.068], [3.418, 0.231, -0.681], [3.427, -1.182, -1.754], [1.798, -3.498, 0.591], [1.427, -3.544, -1.134], [0.129, -3.306, 0.048], [0.291, -2.048, -2.835], [-0.752, -1.719, -3.686], [-1.828, -1.245, -3.018], [-2.973, -0.914, -3.826], [-3.937, -0.625, -4.377], [-1.777, -0.712, -1.663], [-2.727, -0.280, -0.866], [0.593, 1.468, -1.460], [1.398, 2.089, -1.082], [0.065, 1.969, -2.330]], "atomic_forces_ev_per_a": [[0.729, 0.516, 0.209], [0.008, -0.062, -0.069], [-0.041, -0.016, -0.043], [-0.002, 0.077, 0.011], [0.034, -0.075, 0.018], [0.003, 0.015, -0.033], [-0.047, 0.061, 0.007], [0.038, -0.056, -0.031], [0.011, 0.004, 0.003], [-0.027, 0.009, 0.029], [-0.100, 0.148, -0.034], [0.031, -0.011, -0.079], [-0.041, -0.020, -0.023], [0.019, 0.029, 0.022], [0.020, -0.043, -0.008], [-0.014, -0.021, -0.021], [-0.015, -0.023, -0.001], [0.003, 0.007, 0.007], [-0.010, 0.006, 0.005], [0.006, -0.003, 0.038], [0.004, -0.002, 0.000], [0.000, 0.000, -0.001], [0.001, 0.001, 0.029], [-0.024, -0.016, 0.018], [-0.001, 0.001, -0.016], [0.049, 0.015, 0.011], [0.001, 0.001, 0.005], [-0.001, -0.020, 0.016], [0.003, -0.011, -0.005], [0.132, 0.220, 0.107], [-0.216, -0.464, -0.429], [-0.394, -0.030, 0.062], [-0.005, -0.039, 0.024], [-0.001, 0.010, -0.001], [-0.140, -0.027, -0.063], [-0.065, 0.076, 0.051], [0.013, -0.232, 0.349], [0.029, 0.034, -0.117], [0.009, -0.059, -0.050]]}

Record 4
{"formula": "C5H7NO", "method": "ωB97M-V/def2-TZVPD", "charge": 0, "gap_ev": 9.86, "homo_energy_ev": -8.9, "species": ["O", "C", "C", "N", "C", "C", "C", "H", "H", "H", "H", "H", "H", "H"], "positions_angstrom": [[-1.672, 1.283, 1.407], [-0.925, 0.709, 0.653], [-1.236, -0.104, -0.612], [0.069, -0.770, -0.864], [0.973, 0.422, -0.757], [0.579, 0.487, 0.719], [0.513, -1.060, 0.553], [-1.486, 0.571, -1.439], [-2.050, -0.816, -0.479], [0.748, 1.251, -1.433], [2.018, 0.119, -0.885], [1.177, 1.061, 1.402], [1.498, -1.538, 0.568], [-0.206, -1.614, 1.166]], "atomic_forces_ev_per_a": [[0.504, -0.291, -0.483], [-0.009, 0.356, 0.041], [-0.249, -0.003, -0.046], [-0.084, -0.100, -0.058], [0.197, 0.140, -0.460], [-0.072, 0.184, 0.072], [0.007, -0.128, 0.204], [-0.011, -0.176, 0.088], [0.053, -0.025, 0.057], [-0.076, -0.063, 0.117], [-0.192, 0.026, -0.006], [0.010, -0.024, 0.666], [-0.244, 0.073, -0.060], [0.165, 0.031, -0.131]]}

Record 5
{"formula": "C30H34BrO7Pt", "method": "ωB97M-V/def2-TZVPD", "charge": -1, "gap_ev": [4.52, 5.73], "spin_multiplicity": 5, "homo_energy_ev": [-2.2, -3.8], "species": ["C", "C", "C", "C", "H", "H", "C", "H", "H", "C", "H", "H", "C", "C", "C", "O", "O", "O", "O", "C", "H", "H", "H", "C", "H", "H", "H", "O", "H", "H", "C", "C", "H", "H", "H", "H", "H", "H", "Pt", "C", "C", "C", "H", "C", "C", "H", "H", "H", "H", "C", "C", "C", "H", "C", "C", "H", "H", "H", "H", "Br", "C", "C", "C", "C", "C", "C", "C", "O", "O", "H", "H", "H", "H"], "positions_angstrom": [[-5.434, -4.700, 0.194], [-4.434, -3.798, -0.570], [-4.766, -5.103, 1.505], [-3.237, -4.789, 1.385], [-4.887, -6.174, 1.672], [-5.211, -4.559, 2.346], [-3.068, -4.273, -0.122], [-4.591, -2.753, -0.262], [-4.597, -3.880, -1.657], [-1.857, -3.398, -0.664], [-2.920, -5.227, -0.658], [-2.645, -5.728, 1.429], [-2.786, -3.990, 2.540], [-6.770, -4.009, 0.409], [-5.869, -5.958, -0.561], [-6.047, -7.045, -0.040], [-6.892, -2.809, 0.594], [-7.803, -4.863, 0.340], [-6.122, -5.740, -1.861], [-6.721, -6.884, -2.483], [-6.925, -6.576, -3.504], [-7.644, -7.144, -1.954], [-6.041, -7.742, -2.461], [-9.077, -4.242, 0.490], [-9.136, -3.657, 1.414], [-9.789, -5.063, 0.513], [-9.291, -3.582, -0.358], [-1.503, -2.256, 0.047], [-2.181, -2.962, -1.638], [-0.986, -4.081, -0.789], [-1.409, -4.212, 3.060], [-3.523, -2.747, 2.878], [-4.238, -2.859, 3.715], [-4.114, -2.419, 2.006], [-2.816, -1.943, 3.161], [-0.933, -3.249, 3.339], [-0.805, -4.687, 2.263], [-1.378, -4.885, 3.938], [-0.188, -1.037, 0.818], [2.277, -0.706, -0.463], [1.457, -1.920, -0.280], [0.558, -1.942, -1.454], [1.766, -2.804, 0.277], [0.643, -0.697, -2.090], [1.748, 0.031, -1.531], [2.147, 0.955, -1.939], [3.184, -0.485, 0.085], [0.099, -2.834, -1.872], [0.016, -0.369, -2.915], [-1.256, 0.936, 1.455], [-0.883, 1.757, 0.318], [-1.470, 1.193, -0.844], [-0.421, 2.740, 0.363], [-2.286, 0.107, -0.461], [-2.205, -0.052, 0.980], [-2.906, -0.573, 1.631], [-1.105, 1.154, 2.509], [-1.390, 1.599, -1.855], [-2.884, -0.510, -1.131], [0.697, 1.241, 4.779], [2.413, 1.754, 4.169], [3.328, 2.330, 5.060], [4.529, 2.867, 4.583], [4.824, 2.824, 3.213], [3.938, 2.210, 2.332], [2.749, 1.647, 2.809], [1.791, 1.090, 1.781], [1.600, 1.815, 0.790], [1.276, -0.083, 2.025], [3.077, 2.382, 6.115], [5.221, 3.340, 5.281], [5.735, 3.276, 2.824], [4.122, 2.168, 1.258]], "atomic_forces_ev_per_a": [[-0.567, -0.345, -0.792], [-0.497, 0.417, 0.265], [0.618, -0.077, 0.309], [0.157, -0.407, -0.441], [-0.271, 0.179, 0.082], [0.161, -0.125, -0.152], [0.762, -0.451, -0.414], [-0.075, -0.274, -0.123], [0.181, 0.152, 0.437], [0.296, 0.862, 1.120], [0.037, 0.062, -0.034], [-0.477, 0.303, -0.058], [0.470, 0.590, -0.211], [0.376, 1.856, 0.145], [0.438, -1.183, 0.508], [0.335, 0.932, -0.621], [-0.161, -1.485, -0.068], [-0.161, 0.550, 0.259], [-0.045, -0.299, 0.178], [-0.046, 0.059, -0.172], [-0.034, -0.065, -0.027], [0.154, -0.004, -0.152], [-0.133, 0.179, 0.004], [-0.407, 0.063, 0.014], [0.103, -0.149, -0.184], [-0.049, 0.051, 0.014], [0.109, -0.108, 0.157], [-3.268, -3.546, -0.173], [0.031, -0.995, -0.244], [-0.413, 0.003, -0.196], [0.362, 0.135, -0.101], [-0.177, 0.451, 0.118], [0.167, -0.015, -0.115], [0.178, 0.089, 0.362], [-0.354, -0.333, -0.133], [-0.128, -0.541, -0.139], [-0.038, 0.239, 0.424], [0.002, 0.185, -0.166], [1.469, 1.510, 1.103], [-0.600, -2.009, 0.244], [0.485, 0.240, -1.554], [1.473, -0.816, 1.547], [0.106, 0.211, -0.310], [2.361, 2.049, -0.349], [-1.846, -0.601, -2.068], [-0.278, -0.040, 0.374], [-0.261, 0.085, 0.080], [-0.129, 0.431, 0.325], [0.226, -0.053, 0.184], [-1.824, -0.645, -0.596], [-1.105, -0.068, -0.806], [-0.584, 0.538, 0.559], [0.149, -0.545, 0.008], [-0.030, 1.010, -0.178], [0.804, 1.702, 0.811], [0.474, -0.038, -0.490], [0.120, 0.037, -0.388], [0.091, -0.227, 0.394], [0.246, 0.166, 0.256], [0.179, -0.018, 0.261], [1.040, 0.225, -0.527], [-0.095, 0.064, -0.265], [-0.241, -0.171, -0.254], [-0.129, -0.116, 0.151], [-0.047, -0.064, 0.509], [-0.446, 0.016, 0.380], [-0.926, -0.674, -0.758], [0.624, -0.717, 0.923], [1.346, 1.692, 0.568], [0.046, 0.054, -0.125], [-0.179, -0.143, -0.169], [-0.128, -0.095, 0.165], [-0.030, 0.056, 0.318]]}

Record 6
{"formula": "C11H6Cl3IMnN2O", "method": "ωB97M-V/def2-TZVPD", "charge": 1, "gap_ev": [5.93, 6.79], "spin_multiplicity": 5, "homo_energy_ev": [-11.8, -11.9], "species": ["Mn", "Cl", "C", "C", "C", "I", "C", "O", "C", "N", "C", "C", "C", "C", "H", "H", "H", "H", "Cl", "C", "Cl", "H", "H", "N", "C"], "positions_angstrom": [[0.345, -1.114, 0.099], [-5.024, -2.848, -3.598], [-3.493, -2.277, -3.059], [-2.577, -1.817, -3.962], [-1.304, -1.343, -3.557], [0.043, -0.648, -4.958], [-0.988, -1.344, -2.224], [0.160, -0.892, -1.690], [-1.924, -1.838, -1.293], [-1.499, -1.822, 0.011], [-2.322, -2.241, 0.967], [-3.596, -2.721, 0.668], [-4.033, -2.758, -0.636], [-3.191, -2.305, -1.668], [-2.824, -1.811, -5.014], [-1.955, -2.188, 1.983], [-4.228, -3.057, 1.477], [-5.021, -3.127, -0.878], [2.730, -0.488, -0.048], [3.166, -2.090, -0.735], [1.941, -3.272, -0.258], [4.121, -2.370, -0.306], [3.182, -1.995, -1.815], [0.154, -0.688, 3.203], [0.275, -0.854, 2.068]], "atomic_forces_ev_per_a": [[-0.004, 0.069, 0.422], [-0.046, -0.013, -0.014], [0.045, -0.007, 0.020], [0.005, 0.003, -0.003], [-0.103, -0.049, 0.130], [0.034, 0.011, 0.011], [-0.155, -0.077, -0.018], [0.240, 0.034, -0.176], [0.024, 0.035, -0.260], [-0.127, 0.027, -0.036], [0.088, 0.016, 0.070], [-0.047, -0.020, -0.046], [0.039, 0.016, 0.037], [0.062, 0.037, -0.007], [-0.029, -0.009, 0.002], [-0.015, 0.003, -0.002], [0.004, -0.001, 0.010], [-0.006, -0.004, 0.010], [-0.024, 0.046, 0.027], [0.029, 0.084, 0.006], [-0.026, -0.074, 0.024], [-0.001, -0.014, -0.035], [-0.024, -0.020, 0.006], [0.002, -0.023, 0.029], [0.033, -0.068, -0.205]]}